No. 1
ORCA calculation (wB97M-V/def2-TZVPD) on a cluster of 2 separate species, C23H29B2F5NO7 in total.

```
! wB97M-V def2-TZVPD RIJCOSX def2/J DEFGRID3
* xyz -1 1
C 1.5311 3.3907 4.6883
C 0.1763 3.0900 4.3158
C -0.4172 1.6241 4.1116
C -1.5069 1.3197 3.0021
C -2.1313 -0.0963 2.7647
C -3.2493 -0.3470 1.6516
C -2.6643 -0.7322 0.1976
C -1.8994 0.4810 -0.5402
C -2.1692 0.2899 -2.1384
C -0.8008 0.4511 -3.0138
C -1.0753 1.1368 -4.4632
C 0.2431 1.7539 -5.1434
C 1.0890 0.6793 -6.0040
O 2.3178 0.4109 -5.2346
C 3.1979 -0.4289 -5.9622
C 4.4084 -1.1217 -5.1542
O 3.1287 -0.6622 -7.2038
C -1.6482 -1.2665 3.6634
C -0.5842 -1.0144 4.7757
C 0.0319 0.3907 4.9794
C 1.1628 0.5061 6.1379
C 2.5604 0.1182 5.4012
O 2.5748 -0.0719 4.1535
F 3.7902 -0.0619 6.0975
C -0.3547 -2.4061 5.5201
O 0.2060 -2.5866 6.6278
N -1.0049 -3.3507 4.6112
C -0.2601 -4.5817 4.2027
B 1.3543 -4.3224 3.9767
O 1.9211 -3.9100 2.7013
O 2.2893 -4.4699 5.0789
C -2.0282 -2.8184 3.7063
O -2.9757 -3.4334 3.1519
H 2.4216 3.0497 4.0613
H 1.7030 3.9490 5.6681
H -0.5221 3.9901 4.1084
H -1.8908 2.1587 2.3208
H -3.9334 -1.2201 1.9896
H -3.9210 0.5931 1.6024
H -2.0082 -1.6847 0.2186
H -3.5838 -0.9842 -0.4586
H -0.7724 0.3845 -0.3521
H -2.3253 1.5171 -0.2824
H -2.9727 1.0190 -2.5172
H -2.5528 -0.7777 -2.3686
H -0.0967 1.1407 -2.4283
H -0.3751 -0.6046 -3.1869
H -1.8176 2.0075 -4.2795
H -1.5287 0.3664 -5.1894
H 0.9638 2.1972 -4.3618
H -0.0560 2.6310 -5.8623
H 0.5079 -0.2853 -6.2282
H 1.3499 1.1665 -7.0034
H 4.2884 -2.2557 -5.0473
H 5.3824 -0.8488 -5.6835
H 4.4386 -0.6259 -4.1098
H 0.9465 -0.2273 6.9972
H 1.1951 1.5582 6.6036
H -0.7445 -5.1267 3.3079
H -0.3347 -5.3279 5.0906
H 2.3028 -3.0131 2.8396
H 3.1310 -4.0380 4.8113
B -1.2821 4.2662 -8.1857
F -1.0491 4.5092 -6.7821
F -2.6920 4.1344 -8.4204
F -0.7696 5.3658 -8.9522
F -0.6155 3.0555 -8.5788
*
```

Properties
E_HOMO: -7.333 eV
Energy above the lowest of the compared OMol25 structures with the same formula, charge and spin: 995.58 kJ/mol
Gap between HOMO and LUMO: 6.979 eV
Strongest force on any atom: 6.032 eV/Å

=====

No. 2
ORCA calculation (wB97M-V/def2-TZVPD) on a structure of composition C23H29CrN4O9.

```
! wB97M-V def2-TZVPD RIJCOSX def2/J DEFGRID3
* xyz -1 5
Cr -1.0825 -0.4458 1.0281
O 0.5498 -0.0572 4.8636
C 0.4172 -0.2737 3.6690
O -0.6265 -0.6957 3.0979
C 1.7109 -0.1254 2.7696
C 1.8067 -1.3193 1.8123
C 3.1983 -1.3668 1.1530
C 3.0752 -0.2395 0.1123
C 1.6607 0.2858 0.4270
O 0.9758 -0.9232 0.7295
C 1.6988 1.0502 1.7692
C 0.4644 2.0098 1.9168
O 0.6789 3.1696 2.2219
O -0.6487 1.4848 1.6499
H 2.5581 -0.0680 3.4572
H 1.4383 -2.2552 2.2277
H 3.3590 -2.3314 0.6740
H 3.9924 -1.1931 1.8734
H 3.1053 -0.6311 -0.9022
H 3.8296 0.5386 0.2047
H -0.0434 0.9749 -0.6324
H 2.5933 1.6718 1.8499
N -0.7747 -3.5898 1.4745
C -0.7633 -4.2749 0.1894
C -2.0444 -4.0200 -0.5964
C -2.3326 -2.5157 -0.8531
O -3.3170 -2.2074 -1.5056
O -1.4698 -1.7157 -0.3795
H -0.0949 -3.9951 2.1071
H -1.6880 -3.6425 1.9056
H -0.6391 -5.3701 0.2947
H 0.0931 -3.8916 -0.3767
H -2.9053 -4.4258 -0.0601
H -1.9926 -4.5172 -1.5675
C -6.0820 1.7670 0.5310
N -4.6436 1.7581 0.5997
C -3.9080 1.9254 -0.6437
C -2.6575 1.1061 -0.3829
O -1.5814 1.1006 -1.0459
N -2.8379 0.4062 0.7475
C -3.9858 0.7517 1.3132
N -4.4029 0.2911 2.5534
H -6.4146 2.7476 0.1849
H -6.4903 1.5800 1.5225
H -6.4676 0.9995 -0.1549
H -3.6786 2.9782 -0.8373
H -4.4714 1.5222 -1.5010
H -3.6219 -0.2009 2.9847
H -4.7230 1.0425 3.1581
C 0.9091 -0.4112 -2.6701
C 1.4902 0.7897 -1.9944
O 1.0213 1.0297 -0.6347
C 2.6138 1.5081 -2.3956
C 3.2721 1.2203 -3.6216
C 4.3877 1.9175 -4.0156
C 4.9141 2.9373 -3.2299
C 4.2735 3.2569 -2.0378
C 3.1570 2.5742 -1.6264
H 0.0410 -0.7697 -2.1192
H 1.6256 -1.2388 -2.7528
H 0.5753 -0.1589 -3.6758
H 2.8918 0.4247 -4.2435
H 4.8749 1.6639 -4.9495
H 5.7992 3.4728 -3.5383
H 4.6678 4.0555 -1.4223
H 2.6693 2.8588 -0.7070
*
```

Properties
<S²>: 6.007
E_HOMO (alpha / beta): -2.738 / -2.738 eV
Energy above the lowest of the compared OMol25 structures with the same formula, charge and spin: 481.35 kJ/mol
Gap between HOMO and LUMO (alpha / beta): 4.565 / 4.574 eV
Strongest force on any atom: 3.324 eV/Å

=====

No. 3
ORCA calculation (wB97M-V/def2-TZVPD) on a structure of composition C23H29FeN2O2S2.

```
! wB97M-V def2-TZVPD RIJCOSX def2/J DEFGRID3
* xyz 0 2
Fe 0.7106 -1.1269 -0.2701
C 1.9640 -0.7098 2.4849
N 0.6236 -0.3730 2.0033
C -0.3715 -1.1002 2.7900
C 0.4056 1.0801 2.1188
C 1.1162 1.8731 1.0494
C 2.3341 2.4647 1.3724
C 3.0086 3.2676 0.4752
C 2.4521 3.5158 -0.7669
C 1.2450 2.9353 -1.0971
C 0.5693 2.0928 -0.2185
H 2.0947 -0.4265 3.5374
H 2.7039 -0.1910 1.8793
H 2.1263 -1.7822 2.3926
H -0.2811 -0.8727 3.8618
H -0.2289 -2.1699 2.6394
H -1.3731 -0.8331 2.4536
H 0.7567 1.4281 3.1039
H -0.6684 1.2717 2.0626
H 2.7506 2.3133 2.3595
H 3.9479 3.7215 0.7540
H 2.9528 4.1715 -1.4633
H 0.7970 3.1380 -2.0585
O 2.7198 -0.7520 -0.8568
N 3.6673 -1.6598 -0.6214
C 4.9782 -1.3113 -0.8137
C 5.9777 -2.2272 -0.6681
C 5.6763 -3.5431 -0.2976
C 4.3424 -3.8645 -0.0381
C 3.3411 -2.9277 -0.1890
S 1.6955 -3.2823 0.1810
H 5.1411 -0.2820 -1.0896
H 6.9988 -1.9198 -0.8344
H 6.4507 -4.2857 -0.2059
H 4.0565 -4.8490 0.2918
C -5.2181 3.1577 -1.9432
C -4.6927 1.8356 -1.4719
C -4.0219 0.9801 -2.3490
C -3.4830 -0.2084 -1.9213
C -3.6054 -0.5918 -0.5733
C -4.3059 0.2455 0.3111
C -4.8345 1.4315 -0.1360
S -2.6810 -1.9553 0.0589
C -3.3978 -3.3648 -0.9201
O -1.3190 -1.8346 -0.6133
H -5.3089 3.1740 -3.0277
H -4.5414 3.9672 -1.6582
H -6.1917 3.3784 -1.5079
H -3.9166 1.2626 -3.3864
H -2.9354 -0.8436 -2.6036
H -4.4137 -0.0529 1.3444
H -5.3681 2.0732 0.5502
H -3.5586 -3.0455 -1.9430
H -4.3337 -3.6551 -0.4569
H -2.6863 -4.1831 -0.8860
C -0.7194 1.4804 -0.6901
H -1.4190 2.2468 -1.0247
H -1.2097 0.8864 0.0779
H -0.5189 0.8313 -1.5499
*
```

Properties
<S²>: 0.757
E_HOMO (alpha / beta): -5.572 / -5.066 eV
Energy above the lowest of the compared OMol25 structures with the same formula, charge and spin: 24.86 kJ/mol
Gap between HOMO and LUMO (alpha / beta): 5.754 / 5.246 eV
Strongest force on any atom: 2.046 eV/Å

=====

No. 4
ORCA calculation (wB97M-V/def2-TZVPD) on a structure of composition C23H29GeN5O5Re.

```
! wB97M-V def2-TZVPD RIJCOSX def2/J DEFGRID3
* xyz 3 3
Re 0.5811 1.6560 -0.8843
N 0.0322 2.9166 0.7996
C -1.4663 3.0520 0.8356
C -2.0345 3.4995 2.1813
C -2.1496 2.4311 3.2927
C -3.6185 2.1418 3.6387
N -3.8229 0.9057 4.3906
C -4.1428 0.8127 5.6861
N -3.9711 1.8396 6.5126
N -4.6327 -0.3301 6.1577
C -2.0401 1.7504 0.2982
O -3.0456 1.2320 0.6424
O -1.2286 1.2232 -0.6866
H 0.3378 2.4722 1.6677
H 0.4436 3.8474 0.8169
H -1.7151 3.8027 0.0784
H -3.0162 3.9330 1.9800
H -1.4246 4.3386 2.5232
H -1.6319 2.7926 4.1829
H -1.6561 1.4932 3.0192
H -4.2063 2.0743 2.7252
H -4.0424 2.9627 4.2183
H -3.8868 0.0481 3.8642
H -3.4403 2.6503 6.2484
H -4.3450 1.8179 7.4478
H -4.9760 -1.0508 5.5446
H -4.7339 -0.4853 7.1479
C 2.4053 -0.6961 -5.2604
Ge 1.2819 0.6476 -4.4880
C 2.0872 2.1619 -3.5936
C 3.4314 2.3145 -3.3954
C 3.9282 3.1642 -2.3704
C 3.0772 3.8263 -1.5332
C 1.6737 3.7248 -1.7364
C 1.1784 2.8983 -2.7543
C -0.6046 0.6667 -4.6166
C -1.2739 -0.4624 -4.1939
C -2.6772 -0.5005 -4.1756
C -3.3865 0.5939 -4.5890
C -2.7375 1.7647 -5.0560
C -3.4802 2.8754 -5.5267
C -2.8466 3.9781 -6.0222
C -1.4376 4.0137 -6.0828
C -0.6953 2.9561 -5.6342
C -1.3203 1.8094 -5.0914
H 2.4489 -0.4990 -6.3350
H 1.9461 -1.6752 -5.1223
H 3.4142 -0.6996 -4.8549
H 4.1475 1.7748 -4.0051
H 4.9980 3.2776 -2.2531
H 3.4663 4.4807 -0.7648
H 1.0152 4.4435 -1.2648
H 0.1438 3.0079 -3.0819
H -0.7283 -1.3411 -3.8653
H -3.1854 -1.3970 -3.8494
H -4.4694 0.5707 -4.5885
H -4.5616 2.8243 -5.5077
H -3.4170 4.8174 -6.3958
H -0.9463 4.8761 -6.5139
H 0.3856 2.9949 -5.7485
O 1.2088 0.0172 -2.2333
N 2.3970 -0.0310 -1.6663
O 3.2437 -0.7727 -1.9717
O 2.4965 0.8692 -0.7441
*
```

Properties
<S²>: 2.011
E_HOMO (alpha / beta): -15.331 / -15.334 eV
Gap between HOMO and LUMO (alpha / beta): 5.888 / 5.528 eV
Strongest force on any atom: 0.478 eV/Å

=====

Number 1: DFT total energy -2024.35440 hartree. Number 2: DFT total energy -2834.59062 hartree. Number 3: DFT total energy -3213.75459 hartree. Number 4: DFT total energy -3697.98859 hartree.